[1]
Molecular formula: C10H16N4O3S2
Method: DFT, ωB97M-V/def2-TZVPD

CARTESIAN COORDINATES (ANGSTROEM)
C 1.84 2.50 -5.21
C 2.28 2.39 -3.78
O 2.78 1.19 -3.73
C 2.20 0.26 -3.25
O 1.08 0.46 -3.07
C 2.93 -1.18 -3.00
S 3.59 -1.18 -1.13
C 1.91 -1.22 -0.54
N 1.41 -0.43 0.60
N 0.42 -0.79 1.19
C -0.43 -1.56 0.29
N -1.53 -1.77 0.60
C -2.55 -1.40 1.71
O -3.55 -1.91 1.70
N -1.97 -0.90 2.68
C -2.65 -0.38 3.72
C -1.69 -0.86 5.06
C -2.74 1.14 3.91
S 0.45 -2.11 -1.15
H 1.02 1.71 -5.36
H 1.35 3.55 -5.56
H 2.58 2.30 -6.07
H 1.53 2.47 -3.03
H 3.12 3.13 -3.74
H 2.39 -2.06 -3.20
H 3.87 -1.08 -3.45
H -2.05 -2.59 -0.09
H -0.85 -0.42 2.52
H -3.63 -0.70 3.80
H -1.76 -2.04 5.05
H -0.72 -0.44 5.15
H -2.49 -0.87 5.83
H -1.81 1.76 3.84
H -3.20 1.35 4.77
H -3.11 1.66 2.95

---

[2]
Molecular formula: C10H16N4S
Method: DFT, ωB97M-V/def2-TZVPD

CARTESIAN COORDINATES (ANGSTROEM)
H 0.87 -0.85 0.63
N -0.15 -1.11 0.67
C -0.81 -0.09 0.26
S -0.28 1.52 -0.26
C 1.32 1.80 0.51
C 2.56 1.34 -0.25
N 2.58 -0.08 -0.59
C 3.80 -0.60 -1.13
C 4.46 -1.47 -0.08
N 4.82 -0.65 1.09
C -2.29 -0.24 0.00
C -3.15 0.84 0.18
C -4.51 0.67 0.09
C -5.01 -0.64 -0.09
N -4.22 -1.69 -0.17
C -2.87 -1.49 -0.11
H 1.30 1.32 1.47
H 1.42 2.88 0.72
H 2.71 1.89 -1.17
H 3.44 1.52 0.35
H 1.85 -0.19 -1.30
H 4.56 0.10 -1.42
H 3.49 -1.26 -1.96
H 3.76 -2.27 0.17
H 5.41 -1.87 -0.43
H 4.01 -0.52 1.76
H 5.58 -1.12 1.59
H -2.71 1.79 0.44
H -5.16 1.51 0.17
H -6.11 -0.86 -0.02
H -2.28 -2.43 -0.08

---

[3]
Molecular formula: C10H16N4Si
Method: DFT, ωB97M-V/def2-TZVPD

CARTESIAN COORDINATES (ANGSTROEM)
C -0.37 1.12 2.95
C 0.61 1.45 1.83
Si 0.30 0.54 0.20
C 0.42 1.75 -1.29
C 1.82 1.81 -1.89
N -1.71 -0.27 -0.05
C -2.06 -1.52 0.39
C -3.45 -1.62 -0.04
N -3.84 -0.48 -0.67
C -2.79 0.26 -0.68
N 0.98 -1.07 -0.25
C 1.19 -1.63 -1.50
C 2.01 -2.70 -1.28
N 2.29 -2.85 0.07
C 1.60 -1.91 0.62
H -1.32 1.42 2.70
H -0.44 0.10 3.39
H -0.08 1.76 3.74
H 1.63 1.36 2.25
H 0.33 2.63 1.56
H -0.35 1.26 -1.91
H -0.03 2.85 -1.01
H 2.64 1.72 -1.18
H 1.92 0.94 -2.55
H 2.13 2.65 -2.49
H -1.47 -2.22 1.06
H -4.17 -2.40 0.00
H -2.79 1.20 -1.07
H 0.78 -1.20 -2.46
H 2.50 -3.32 -2.02
H 1.72 -1.62 1.58

---

[4]
Molecular formula: C10H16N4Si
Method: DFT, ωB97M-V/def2-TZVPD

CARTESIAN COORDINATES (ANGSTROEM)
C 0.79 -0.31 2.57
C 0.35 -1.37 1.49
Si -0.10 -0.57 -0.19
C 0.01 -1.56 -1.81
C 1.35 -2.21 -2.00
N 1.01 1.09 -0.25
C 0.81 2.13 0.68
C 1.87 2.99 0.51
N 2.68 2.47 -0.47
C 2.16 1.41 -0.94
N -1.74 0.08 0.03
C -2.29 0.83 -0.95
C -3.60 1.00 -0.66
N -3.87 0.29 0.45
C -2.79 -0.29 0.84
H 1.93 -0.26 2.58
H 0.28 0.56 2.32
H 0.58 -0.78 3.57
H -0.57 -1.88 1.82
H 1.24 -2.09 1.41
H -0.85 -2.27 -1.72
H -0.37 -1.12 -2.79
H 2.07 -1.40 -2.05
H 1.56 -2.91 -1.23
H 1.34 -2.45 -3.15
H 0.10 2.18 1.40
H 2.09 3.75 1.17
H 2.68 0.74 -1.51
H -1.71 1.19 -1.77
H -4.36 1.58 -1.16
H -2.63 -0.82 1.81

---

E_tot? In order: -1631.4239; -1007.8215; -899.1283; -899.1581 Eh.
HOMO level? In order: -0.2630; -0.3297; -0.2943; -0.3210 Eh.
ΔE to the lowest compared entry with this formula, charge and spin? In order: 8.894; 0.000; 1.969; 1.158 eV.